No. 1
70
Properties=species:S:1:pos:R:3:forces:R:3 method="wB97M-V/def2-TZVPD" total_energy_ev=-67158.1593 orbital_gap_ev=4.705 mol_weight_g_mol=557.6 lumo_energy_ev=-3.04 homo_energy_ev=-7.75 spin_multiplicity=1
C -3.44104 1.11884 1.30442 -0.19 -1.06 -0.09
C -3.65101 1.05987 2.90155 -0.37 0.50 -0.03
C -3.13768 2.43142 3.61289 -1.32 -0.24 -0.09
O -1.99838 3.03096 2.95302 0.15 -0.89 0.72
C -0.76170 2.31037 3.24218 0.30 0.19 -1.06
C -0.05916 1.86404 1.85143 1.28 -1.43 -2.12
C 0.14980 0.33370 1.55816 0.89 1.56 -2.56
C -0.25559 -0.83040 2.59151 1.10 0.90 0.96
C 1.04840 -1.01979 3.53950 1.88 -2.25 -0.71
O 1.95882 -1.84924 3.32415 -3.40 3.16 0.59
O 1.12414 -0.11125 4.64995 1.11 -0.74 -1.56
C 2.47044 0.03537 5.12783 3.42 -2.24 2.25
C 3.26900 1.38037 4.70269 -1.46 -0.40 0.97
O 3.01966 -0.82674 5.86207 -2.93 3.66 -3.12
C 0.81432 -0.16453 0.22099 -0.34 2.99 0.14
C 1.07890 -1.71669 -0.09417 0.17 1.14 -0.66
C -0.23729 -2.47318 -0.61908 0.85 0.16 0.32
F -1.10076 -1.49844 -1.29674 1.33 -2.00 1.20
C 1.25087 0.85793 -0.85859 -1.61 1.05 3.78
C 1.04941 2.35957 -0.55259 -0.64 -0.77 2.25
C 0.42259 2.91671 0.78225 -0.01 -4.07 -0.01
N 0.28007 4.36751 1.05014 2.75 -1.15 -0.78
C 1.53936 5.10398 0.77350 3.82 2.58 -0.49
C 2.18629 6.11422 1.79539 1.28 -1.01 -3.01
C 3.52902 6.85973 1.46151 -0.89 -1.73 -2.44
C 4.28156 6.68682 0.10194 -3.96 -2.43 0.98
C 3.64505 5.68669 -0.91200 -1.00 0.72 3.05
C 2.33930 4.93585 -0.57611 0.29 1.06 2.24
S 1.58327 3.69230 -1.75243 0.29 -0.12 1.90
H -4.36484 0.70413 0.74169 1.43 0.61 1.10
H -3.28155 2.17716 0.91349 0.08 -1.49 0.68
H -2.57021 0.41194 1.03390 -1.22 1.49 0.13
H -3.14844 0.16643 3.41164 -0.62 1.11 -1.01
H -4.78723 0.92206 3.06985 1.86 0.42 0.14
H -4.02864 3.16474 3.52765 1.75 -0.89 0.15
H -2.88661 2.28355 4.72714 -0.51 0.10 -1.57
H -1.04592 1.41829 3.89435 0.96 1.15 -0.91
H -0.06036 3.03971 3.80790 -1.03 -1.29 -0.75
H -1.11550 -0.55488 3.28732 1.07 -0.25 -1.17
H -0.48914 -1.82495 2.07773 0.55 1.60 0.77
H 2.45330 2.15624 4.47067 1.54 -0.98 0.07
H 3.84924 1.69103 5.64751 -0.87 -0.51 -1.60
H 3.99386 1.20737 3.83946 -1.24 0.10 1.13
H 1.85083 -1.77679 -0.95572 -1.18 0.30 1.51
H 1.56606 -2.18014 0.82900 -0.92 0.30 -1.28
H 0.08620 -3.30367 -1.35384 -0.87 1.49 0.96
H -0.75268 -2.95255 0.28169 0.10 0.86 -1.51
H 1.71363 0.46581 -1.83593 -0.81 0.98 1.74
H -0.05038 4.54061 2.01307 0.20 -0.16 -0.82
H 1.64074 6.24117 2.79666 1.13 0.00 -1.63
H 4.02173 7.57008 2.21350 -1.12 -1.25 -1.08
H 5.26933 7.21892 -0.14975 -1.88 -0.92 0.58
H 4.20164 5.52129 -1.90311 -1.24 0.06 1.68
C -2.75625 -3.87016 -3.97067 0.28 0.25 0.43
O -2.61580 -5.29124 -4.04043 -0.93 -3.13 0.33
P -1.12971 -5.93246 -4.62209 2.79 7.85 -2.43
O -0.33312 -4.78451 -4.00623 -0.17 -1.24 0.82
O -1.59344 -5.54236 -6.15730 -0.11 -1.18 0.18
C -2.82486 -6.06340 -6.64693 -0.36 0.17 -0.21
O 0.33415 -6.61496 -5.20930 -1.12 -1.94 1.69
C 0.95280 -6.04266 -6.34821 -0.31 -0.27 -0.86
H -3.82326 -3.64431 -3.90294 -0.02 -0.36 -0.02
H -2.26790 -3.49326 -3.07120 0.05 0.07 -0.21
H -2.35137 -3.38874 -4.85980 0.15 -0.05 0.00
H -3.57494 -5.26942 -6.64017 -0.04 -0.14 0.06
H -3.18112 -6.89984 -6.04174 -0.10 0.07 -0.15
H -2.68214 -6.39925 -7.67578 0.10 0.00 0.10
H 0.92006 -4.95158 -6.31634 -0.18 -0.07 0.12
H 0.46881 -6.40983 -7.25544 0.12 0.21 -0.06
H 1.99538 -6.36558 -6.36660 -0.12 -0.19 0.29

=====

No. 2
63
Properties=species:S:1:pos:R:3:forces:R:3 method="wB97M-V/def2-TZVPD" total_energy_ev=-39421.5926 orbital_gap_ev=8.624 mol_weight_g_mol=446.6 charge=+1 lumo_energy_ev=-2.86 homo_energy_ev=-11.48 spin_multiplicity=1
C 2.71194 -1.77317 0.94663 -0.10 0.22 0.59
C 2.22796 -2.04398 -0.46035 0.90 -0.84 0.14
C 3.36413 -2.31469 -1.44138 0.45 -0.64 -0.18
N 1.48531 -0.91246 -0.98248 -0.40 1.77 -0.99
N 2.11046 -0.24763 -1.93500 -1.56 1.04 0.15
N 1.27609 0.71102 -2.30747 0.84 -0.75 0.76
C 1.84900 1.81707 -3.15550 -0.02 -0.44 -0.03
C 2.50780 1.24168 -4.39672 -0.20 0.03 -0.29
C 2.83465 2.60005 -2.30875 -0.13 0.30 0.24
C 0.11160 0.67005 -1.59019 0.64 0.16 -0.43
C -0.98215 1.57869 -1.92526 -1.29 0.68 0.19
C -1.37274 2.57557 -1.01278 0.46 -0.44 -0.41
C -2.39560 3.45362 -1.32374 -0.44 0.21 -0.35
C -3.06669 3.33465 -2.54807 0.03 -0.34 0.04
C -2.71966 2.31999 -3.45405 -0.17 0.45 0.23
C -1.68287 1.45455 -3.14168 0.51 -0.12 0.44
C 0.24885 -0.36465 -0.69108 -0.28 -0.86 0.20
C -0.81346 -1.07056 0.16352 1.10 -0.42 0.02
H 3.25286 -2.64246 1.34608 -0.18 0.24 -0.22
H 3.37793 -0.90102 0.98705 -0.12 -0.19 -0.08
H 1.85526 -1.57697 1.60415 0.26 -0.01 -0.04
H 1.56109 -2.89914 -0.45100 -0.27 -0.12 -0.03
H 3.98448 -3.15982 -1.10843 -0.35 0.27 0.07
H 2.96991 -2.56089 -2.43192 0.05 -0.04 0.14
H 4.00465 -1.44186 -1.57526 0.03 -0.23 0.25
H 0.98947 2.42368 -3.42910 -0.02 0.07 0.04
H 3.07223 2.03992 -4.89236 -0.14 -0.19 0.09
H 3.20100 0.43838 -4.14222 -0.05 0.07 -0.04
H 1.75356 0.87621 -5.10157 0.20 -0.08 0.10
H 3.29813 3.37151 -2.93187 -0.10 -0.10 0.16
H 2.31446 3.09434 -1.47679 0.26 -0.13 -0.10
H 3.62336 1.94287 -1.92681 -0.14 0.14 -0.04
H -0.81530 2.66335 -0.08941 -0.09 0.08 0.08
H -2.68231 4.23941 -0.61953 0.12 -0.30 -0.26
H -3.89162 4.00655 -2.78528 0.27 -0.13 0.06
H -3.26197 2.21304 -4.39941 0.24 0.05 0.42
H -1.39564 0.66455 -3.82561 -0.06 0.01 -0.06
H -1.65141 -1.26363 -0.52049 0.06 0.01 0.37
H -0.38407 -2.02676 0.47372 -0.01 -0.25 -0.51
F -5.71516 -3.74744 3.22110 1.23 0.88 -0.08
C -4.62974 -2.94646 2.90785 -1.21 -0.66 0.22
C -4.88480 -1.71604 2.32661 0.51 0.01 -0.06
C -3.77817 -0.96848 1.93408 -0.15 0.40 -0.15
C -2.47525 -1.44156 2.04016 0.67 0.32 -0.22
C -1.33342 -0.50961 1.50110 -1.12 -0.01 1.48
C -0.26850 -0.16065 2.56850 -0.79 0.11 0.19
C 0.22481 1.14083 2.50001 0.48 0.14 -0.51
C 1.44520 1.49052 3.06614 0.01 -0.59 0.21
C 2.08329 0.49577 3.80057 1.14 -0.02 0.03
F 3.40900 0.66803 4.12468 -1.11 0.03 0.01
C 1.46018 -0.68486 4.19225 -0.55 0.49 -0.30
C 0.19637 -0.95384 3.63859 0.65 0.11 -0.52
C -2.26698 -2.68629 2.64999 0.00 -0.11 0.14
C -3.35446 -3.41912 3.16254 0.49 0.20 -0.43
H -5.89282 -1.34609 2.17471 0.10 -0.18 0.11
H -3.90772 0.03843 1.52658 -0.20 -0.36 0.04
H -1.81866 0.44265 1.29100 -0.14 0.06 -0.09
H -0.36280 1.89190 1.96744 0.39 -0.23 -0.17
H 1.90554 2.45243 2.87247 -0.01 -0.10 0.24
H 1.95021 -1.38891 4.86489 -0.18 0.36 -0.05
H -0.40103 -1.75260 4.05744 0.25 -0.28 -0.42
H -1.24663 -3.08986 2.74499 -0.67 0.13 0.00
H -3.20912 -4.33982 3.72668 -0.08 0.15 -0.35

=====

No. 3
8
Properties=species:S:1:pos:R:3:forces:R:3 method="wB97M-V/def2-TZVPD" total_energy_ev=-14453.1870 orbital_gap_ev=10.428 mol_weight_g_mol=74.1 charge=+1 lumo_energy_ev=-4.29 relative_energy_kj_mol=207.4 homo_energy_ev=-14.72 spin_multiplicity=1
C 0.63540 0.52393 -0.35872 -0.15 -0.84 -0.75
C 0.20858 -0.79594 -0.02868 0.94 -4.36 1.88
N -0.62932 0.34257 0.38755 -1.22 0.71 0.76
S 0.13152 -0.47708 -1.80150 0.26 0.27 0.69
H 1.39869 1.25549 -0.18820 0.21 0.10 0.19
H 0.43952 -1.96131 0.70111 -0.60 4.35 -2.49
H -0.65784 0.61141 1.37968 0.26 -0.19 -0.21
H -1.52655 0.50094 -0.09124 0.29 -0.04 -0.08

=====

No. 4
118
Properties=species:S:1:pos:R:3:forces:R:3 method="wB97M-V/def2-TZVPD" total_energy_ev=-298239.8824 orbital_gap_ev="5.624 / 7.381" mol_weight_g_mol=1371.1 charge=-2 lumo_energy_ev="3.47 / 3.47" relative_energy_kj_mol=87.0 homo_energy_ev="-2.15 / -3.91" spin_multiplicity=4
Pr -1.37949 2.46154 0.00562 -0.54 -0.60 -0.37
O 3.42417 5.47840 5.00723 0.01 0.16 0.24
C 3.44372 5.62872 3.77553 -0.04 -0.15 0.42
O 4.22660 6.22579 3.02765 0.80 0.72 -0.39
C 2.39015 4.89534 3.01127 -0.06 0.13 -0.30
C 2.76847 3.69348 2.42104 -0.90 -1.07 0.24
C 1.77281 2.90117 1.84723 0.54 -0.20 -0.24
N 0.49432 3.29548 1.70636 0.44 0.21 -0.09
C 0.19960 4.52517 2.14140 0.31 0.74 0.62
C 1.10671 5.38064 2.80476 -0.78 -1.16 -0.20
C -1.22096 4.99616 1.95278 -1.04 1.13 0.25
O -1.51010 6.11087 2.40762 0.01 -1.05 -0.63
O -2.03912 4.20311 1.31275 0.76 0.52 0.43
H 3.78388 3.31113 2.56498 -0.40 0.15 -0.21
H 1.99252 1.89931 1.45814 -0.02 0.40 0.13
H 0.74509 6.32392 3.21730 0.17 -0.35 -0.23
Se -4.37852 4.32913 -2.36525 0.55 -0.37 0.86
N -3.86122 4.06553 -4.05630 1.46 -1.60 -0.06
C -2.94301 3.01987 -4.00063 -0.52 0.48 -1.14
C -2.25721 2.42921 -5.10312 0.04 0.11 0.66
C -1.36566 1.38525 -4.84463 0.21 -0.24 1.48
C -1.18542 0.96160 -3.49409 -0.32 -0.22 -0.26
N -1.86111 1.43804 -2.42977 1.15 -0.05 -1.44
C -2.66394 2.44762 -2.70352 -1.53 1.35 0.62
N -3.26593 3.02274 -1.63502 -0.71 0.81 -0.66
H -2.34640 2.77645 -6.12756 -0.32 0.18 0.20
H -0.78613 0.91464 -5.64568 -0.28 0.19 0.42
H -0.52269 0.17629 -3.16584 0.37 -0.26 -0.66
F -2.30263 -2.34712 -6.19575 0.20 -0.09 0.48
C -1.01053 -2.63485 -5.93130 0.23 0.22 0.67
F -0.30481 -1.52751 -6.14421 0.37 0.78 -0.81
F -0.65867 -3.53143 -6.86910 0.27 -0.29 -0.21
C -0.69060 -3.09360 -4.52845 -0.84 -0.74 -0.15
C 0.62524 -3.18304 -4.07848 0.23 0.52 -0.99
C 0.88594 -3.72398 -2.81634 -0.06 1.04 -0.76
C -0.20487 -4.13237 -2.06138 0.02 -0.32 0.94
C -1.52022 -4.08815 -2.53510 -0.19 -1.02 0.75
C -1.75267 -3.56017 -3.76666 -0.45 0.30 -0.76
C 0.09073 -4.56621 -0.72392 -0.97 0.58 -3.07
C 0.44992 -4.96249 0.32859 0.86 -0.92 3.07
H 1.37705 -2.76618 -4.78875 -0.23 -0.55 1.06
H 1.88164 -3.70864 -2.36657 -0.32 -0.06 -0.34
H -2.34472 -4.59513 -1.99825 0.66 0.74 -0.02
H -2.76531 -3.49558 -4.16245 0.24 -0.06 0.11
C -2.18665 -3.29193 2.19829 0.17 2.82 -1.63
Ge -0.31594 -2.83043 2.67277 0.47 -0.70 -1.71
C -0.07285 -2.09072 4.40438 0.87 -0.78 0.24
C 0.50949 -1.51501 1.39676 -1.45 -0.10 -0.39
Ge 0.89983 -4.99242 2.20178 0.25 0.16 -0.09
C 2.87442 -4.85197 2.21993 0.51 1.33 -0.55
C 3.51167 -4.04772 1.23815 0.15 -0.33 0.02
C 4.83075 -3.63039 1.33149 -1.31 -1.27 1.51
C 5.53883 -3.92410 2.48088 0.71 0.87 -0.01
C 4.96343 -4.64196 3.50524 -0.96 -1.04 -1.16
C 3.64539 -5.15805 3.33151 1.71 1.76 -1.26
C 0.25402 -6.75304 2.86030 -0.69 1.63 -0.43
C 0.90324 -7.92795 2.56277 0.12 -0.92 0.47
C 0.23208 -9.14003 2.70422 0.32 0.10 0.25
C -1.06463 -9.20348 3.16958 0.73 0.72 -0.36
C -1.67593 -8.01718 3.54851 0.97 -0.90 -0.91
C -1.07188 -6.79798 3.32213 1.01 -1.89 0.04
H -2.57076 -2.28743 1.70134 0.56 -1.95 1.27
H -2.82507 -3.56887 3.01877 -0.25 -0.21 0.20
H -2.19016 -3.97781 1.34807 -0.02 -0.29 0.37
H -0.61321 -1.22009 4.50191 -1.41 2.23 -0.13
H 0.93219 -1.81326 4.68908 0.42 -0.37 -0.09
H -0.51943 -2.73243 5.11527 -0.14 -0.95 1.04
H 0.20591 -0.53990 1.83683 0.52 -0.40 -0.28
H 0.09619 -1.52151 0.34116 0.53 -0.23 1.26
H 1.58672 -1.66612 1.39952 0.05 0.27 -0.06
H 3.04116 -3.70848 0.34057 -0.82 -0.12 -0.39
H 5.26167 -3.11807 0.54049 0.71 1.08 -1.31
H 6.53698 -3.47799 2.57311 -0.24 -0.50 0.15
H 5.62717 -4.94873 4.27975 -0.09 -0.10 0.96
H 3.18060 -5.71245 4.04985 -0.84 -1.55 2.21
H 1.94503 -7.98406 2.26740 -0.04 0.39 -0.19
H 0.76240 -10.04978 2.51893 0.23 -0.46 -0.39
H -1.57227 -10.13982 3.11272 -0.41 -0.48 0.49
H -2.63722 -8.11702 3.92420 -1.84 0.33 0.63
H -1.70843 -5.99379 3.49052 -0.42 1.90 0.28
F -2.61990 1.16234 2.59754 0.37 0.55 -0.31
C -3.27981 0.35489 1.70487 -0.98 -0.57 1.81
C -2.84028 0.15891 0.45285 0.36 -0.06 -0.64
C -3.52746 -0.84586 -0.19903 0.37 -0.06 -0.99
F -3.11385 -1.14607 -1.46971 -0.40 -0.34 0.25
C -4.59382 -1.60099 0.30711 0.55 0.39 -1.26
F -5.18306 -2.61126 -0.37857 0.26 0.43 0.10
C -5.06532 -1.25221 1.53769 -0.24 0.05 0.65
F -6.16047 -1.89864 2.02545 0.74 0.43 0.11
C -4.35870 -0.29925 2.27313 -0.99 -1.05 -0.13
F -4.73942 -0.17285 3.54953 0.02 0.55 0.54
N 0.59477 1.26877 -0.79227 -0.36 0.05 0.90
C 1.43945 1.08990 -1.55883 0.79 0.04 -1.00
N 2.35953 0.95084 -2.46832 -0.20 -0.13 0.18
C 2.94575 -0.23272 -2.35846 0.10 0.04 0.38
N 3.45721 -1.25468 -2.17124 0.24 -0.36 -0.36
C -1.96623 7.84133 -2.55623 -0.13 -0.46 -1.62
C -1.39258 7.33277 -1.28965 -1.82 -0.29 2.28
C -0.06748 6.63297 -1.26845 0.37 0.01 0.95
S 0.04902 5.18626 -2.30646 0.55 -0.45 -0.05
O -0.20309 4.05016 -1.35899 -0.62 -0.69 0.26
C 1.87035 5.01118 -2.59597 -0.10 1.46 0.20
C 2.67553 4.65584 -1.34336 0.34 -0.59 0.01
C 2.92862 5.75605 -0.29646 -0.04 -0.36 -0.29
H -2.77541 8.50494 -2.30641 -0.66 0.05 -0.12
H -2.30700 7.02873 -3.24563 0.05 0.60 0.61
H -1.27878 8.44717 -3.13257 0.48 0.20 -0.14
H -2.19418 6.70832 -0.77645 1.04 0.06 -0.74
H -1.40572 8.15205 -0.53996 0.70 -0.19 -0.43
H 0.16263 6.38505 -0.21559 -0.07 -0.40 -0.58
H 0.76802 7.21803 -1.58377 0.42 1.00 -0.38
H 2.20660 6.05618 -2.87709 -0.36 -1.22 -0.48
H 1.93617 4.24099 -3.41250 0.07 0.89 0.75
H 3.63633 4.29666 -1.72330 0.05 0.04 -0.05
H 2.23133 3.77568 -0.87567 -0.08 0.03 0.09
H 3.17645 6.71447 -0.77232 -0.10 -0.10 0.18
H 3.72297 5.49626 0.40928 0.15 -0.03 -0.37
H 2.08043 5.84960 0.36554 -0.34 0.38 -0.04